C22H22N2O2 in the gas phase, computed with ωB97M-V/def2-TZVPD.

Its relative energy (zero: lowest compared OMol25 entry of this formula, charge and spin) is 0.963 eV. The value obtained for the HOMO energy is -7.360 eV. Its LUMO energy is 0.5 eV. For the calculated total energy, the calculation gives -1111.5464 Ha. The HOMO-LUMO gap is 7.87 eV. As for the net charge: 0.

Structure (XYZ):
```
48
Properties=species:S:1:pos:R:3:lowdin_charge:R:1
O -0.830 0.840 -2.338 0.082
C 0.171 0.161 -2.291 -0.455
N 0.477 -0.696 -1.281 0.127
C -0.243 -0.964 -0.108 -0.226
C 0.235 -1.959 0.742 -0.028
C -0.424 -2.270 1.910 -0.023
C -1.602 -1.608 2.279 -0.232
C -2.064 -0.605 1.421 -0.013
C -1.399 -0.284 0.254 -0.003
H -1.784 0.489 -0.389 0.102
H -2.965 -0.058 1.649 0.100
N -2.205 -1.907 3.495 -0.105
C -2.394 -3.292 3.885 -0.137
H -1.608 -3.922 3.474 0.109
C -3.759 -3.796 3.393 -0.186
H -3.952 -4.809 3.749 0.125
O -4.813 -3.001 3.888 -0.133
C -4.654 -1.651 3.504 -0.187
C -3.306 -1.109 3.995 -0.143
H -3.174 -0.064 3.717 0.119
H -3.283 -1.180 5.089 0.129
H -5.485 -1.107 3.955 0.126
H -4.715 -1.568 2.408 0.123
H -3.769 -3.788 2.291 0.131
H -2.362 -3.346 4.978 0.129
H -0.003 -3.025 2.556 0.105
H 1.143 -2.490 0.490 0.110
H 1.320 -1.246 -1.372 0.129
C 1.224 0.207 -3.402 -0.055
C 1.780 1.605 -3.476 -0.168
C 1.225 2.491 -4.364 -0.028
C 1.673 3.815 -4.455 -0.067
C 2.684 4.253 -3.649 -0.036
C 3.278 3.383 -2.712 -0.162
C 4.313 3.829 -1.864 -0.035
C 4.880 2.995 -0.944 -0.084
C 4.433 1.670 -0.838 -0.079
C 3.436 1.207 -1.650 -0.024
C 2.822 2.039 -2.612 -0.105
H 3.115 0.182 -1.545 0.090
H 4.884 1.014 -0.107 0.102
H 5.669 3.345 -0.295 0.102
H 4.647 4.853 -1.956 0.111
H 3.040 5.271 -3.710 0.110
H 1.211 4.481 -5.169 0.104
H 0.419 2.166 -5.005 0.116
H 2.008 -0.535 -3.252 0.110
H 0.708 -0.016 -4.338 0.127
```